(1)
Molecular formula: C30H42GeN2OPtSb
Method: DFT, ωB97M-V/def2-TZVPD

Energy above the lowest of the compared OMol25 structures with the same formula, charge and spin = 6.2 kcal per mole
Charge = +3
Kohn-Sham gap = 6.86 eV
HOMO = -16.96 eV

```
78
Properties=species:S:1:pos:R:3:forces:R:3
Sb 1.29063 1.17404 1.58117 -0.025 0.038 -0.379
C 1.13559 2.83300 4.11258 0.116 0.030 0.003
C 0.65694 3.17379 5.36988 -0.019 -0.010 0.016
H 1.10837 3.99477 5.91002 -0.003 0.004 0.003
H -2.26284 3.61187 -0.48235 0.041 0.019 0.001
H -2.12786 2.20326 2.23314 -0.018 -0.013 0.055
C -3.98026 -3.76902 -4.00703 0.006 -0.006 0.002
C 1.57504 -1.79168 1.62479 -0.007 -0.398 -1.022
C -4.12469 -5.20768 -3.51736 -0.002 0.000 0.002
C 2.90010 5.01536 0.44110 0.013 0.016 -0.008
H -4.75850 -3.52595 -4.73099 0.000 0.001 0.001
C 2.51766 2.67259 0.80569 0.028 -0.018 0.057
C -3.07941 -5.52855 -2.45180 -0.001 0.002 0.002
H 0.71838 -2.50599 -0.27841 -0.128 0.129 -0.278
H 4.60601 5.50257 -0.76179 -0.002 0.002 -0.003
H -1.77085 0.82829 5.70923 0.005 0.004 -0.002
C -0.38731 2.45551 5.93701 0.007 0.005 -0.004
H -4.02429 -5.89623 -4.35475 0.000 -0.002 0.000
H -2.95238 0.52014 0.35509 -0.047 -0.005 0.012
C 4.34840 -2.04652 1.64687 0.015 -0.168 0.052
H -3.21706 -6.53944 -2.06702 -0.001 0.001 0.001
C 1.11853 -1.54761 0.04292 0.146 0.136 0.350
C 2.14473 4.00037 1.01110 -0.105 0.034 0.032
H 5.42901 -2.14251 1.64163 -0.006 0.022 -0.029
C 2.21503 -3.09501 1.54970 -0.225 0.181 0.680
H -3.01804 -3.63787 -4.51014 -0.001 0.003 0.000
H -1.93031 0.34387 -3.04208 -0.023 -0.015 0.019
H 2.16135 -1.12825 -2.57456 0.002 0.025 -0.032
H 5.26425 3.14862 -1.11434 0.002 -0.002 -0.007
H -2.36762 -4.69819 -0.56533 -0.004 -0.002 0.001
O -2.15554 1.03084 0.53021 0.236 0.245 -0.229
H -4.12759 -4.66843 -0.76121 0.005 -0.001 0.000
H 3.94419 1.33248 -0.11732 -0.005 0.008 -0.004
H -3.87565 -1.76394 -3.15961 0.005 0.000 0.001
H 4.05009 -4.17057 1.42468 0.016 0.001 -0.025
H -3.56575 2.37458 1.21710 0.016 -0.009 0.016
C -0.96493 -0.02650 -3.37829 0.072 0.062 -0.126
C 3.63614 2.36020 0.03519 0.026 0.004 0.010
C 2.20848 -0.04183 -2.57845 0.079 0.058 -0.262
N -1.71836 -1.46776 -0.69770 0.058 -0.030 -0.022
H 0.71645 3.09080 -3.11121 0.007 0.015 -0.002
C -0.49960 1.04206 3.99777 -0.042 0.019 -0.025
H -0.58707 3.01302 -1.92723 -0.106 0.043 0.035
C 3.78290 -0.76630 1.78752 0.054 0.142 0.132
H -0.95883 0.21295 3.46664 0.011 0.014 0.013
N -3.10732 -3.16149 -1.79075 0.008 0.036 -0.021
C -4.08472 -2.78783 -2.85239 -0.014 0.012 -0.008
Ge 0.47642 0.76924 -2.37766 -0.173 -0.244 0.511
C 2.42808 -0.62449 1.79004 0.020 -0.016 0.540
H -5.07870 -2.81907 -2.39983 0.000 0.001 -0.001
C -3.17424 -4.56122 -1.28410 0.004 -0.014 -0.004
H 1.12579 3.02172 -1.39118 -0.120 -0.039 -0.113
H 1.97060 3.38279 3.69047 -0.074 -0.046 0.041
C 0.54389 1.77389 3.43020 0.064 -0.135 0.075
C 4.38549 3.38280 -0.52864 -0.009 0.012 0.021
H -5.12773 -5.35801 -3.10691 0.002 0.000 0.000
H -0.75134 2.72349 6.91975 -0.001 0.003 -0.001
C 3.57133 -3.20534 1.51203 0.344 0.060 0.027
C -2.47960 2.29983 1.20897 -0.108 -0.150 0.179
C 0.41652 2.67104 -2.14467 0.247 0.071 -0.009
H -0.76983 3.38744 0.46420 -0.033 0.008 -0.016
H 0.56412 -1.77831 2.03294 0.321 -0.110 0.697
C -1.85894 3.48067 0.52145 0.066 -0.093 -0.150
H 2.92158 0.32690 -1.84447 -0.011 -0.025 0.001
Pt -0.35212 -0.15387 0.15354 -0.540 0.155 -0.456
H -0.82105 0.29089 -4.41633 -0.015 0.011 -0.003
H 2.62061 6.04763 0.60364 0.001 0.002 -0.005
H 2.04957 -1.32164 -0.47000 -0.260 -0.032 -0.243
H 2.56458 0.26852 -3.56693 0.023 0.006 0.013
H 4.43190 0.09519 1.87971 0.051 -0.031 -0.015
H -2.08413 4.38193 1.09173 -0.010 -0.006 0.031
H 1.27457 4.25670 1.61061 0.101 -0.027 -0.074
H -0.92613 -1.11193 -3.34470 0.001 0.001 0.001
C -2.37452 -2.27710 -1.22043 -0.027 -0.019 0.074
H 1.59527 -3.98470 1.54081 -0.047 0.047 -0.132
C -0.96370 1.38860 5.25657 -0.002 -0.003 -0.004
H -2.07564 -5.48078 -2.88302 0.001 0.002 -0.001
C 4.01583 4.70733 -0.32674 -0.007 -0.017 0.009
```
Forces are in eV/Å.


(2)
Molecular formula: C3H7Cl3N
Method: DFT, ωB97M-V/def2-TZVPD

Expectation value of S² = 2.007
Charge = +1
Kohn-Sham gap (alpha / beta) = 7.01 / 7.43 eV
2S+1 = 3
HOMO (alpha / beta) = -10.23 / -15.41 eV

```
14
Properties=species:S:1:pos:R:3:forces:R:3
H 1.16518 -0.14619 0.75942 -0.643 -0.444 0.498
C -0.16139 -0.87456 -0.54890 -2.946 -5.480 2.931
H -1.22777 -0.83049 -0.73059 0.076 0.370 -0.077
H -0.35189 0.55735 2.50721 0.116 -0.103 -0.037
C 0.57335 0.62819 -1.62595 2.511 5.567 -4.197
Cl -0.55165 1.96925 -1.54709 0.250 -0.644 0.033
Cl 2.09924 0.98864 -0.80869 -0.061 -0.090 -0.310
Cl 0.79846 0.01441 -3.23293 -0.228 -0.063 0.839
N 0.21612 -0.58962 0.82237 0.748 0.257 -0.022
C -0.70918 0.33500 1.50441 -0.537 0.521 0.590
H 0.29598 -1.45984 1.36217 0.102 0.094 -0.030
H -1.69888 -0.11564 1.57523 0.129 -0.090 -0.104
H -0.77838 1.25992 0.93716 0.076 -0.111 0.009
H 0.33079 -1.73642 -0.97381 0.406 0.216 -0.121
```
Forces are in eV/Å.